{
  "formula": "C45H48BrN4O2Pd",
  "method": "ωB97M-V with the def2-TZVPD basis set",
  "symbols": ["Pd", "C", "C", "C", "C", "C", "C", "C", "C", "C", "C", "C", "C", "N", "C", "C", "N", "C", "C", "C", "C", "C", "C", "C", "C", "C", "C", "C", "C", "C", "C", "C", "C", "C", "C", "C", "C", "C", "C", "H", "H", "H", "H", "H", "H", "H", "H", "H", "H", "H", "H", "H", "H", "H", "H", "H", "H", "H", "H", "H", "H", "H", "H", "H", "H", "H", "H", "H", "H", "H", "H", "H", "H", "H", "H", "H", "H", "H", "H", "Br", "C", "C", "C", "C", "C", "N", "C", "O", "O", "H", "H", "H", "C", "C", "C", "N", "H", "H", "H", "H", "H"],
  "xyz": [[1.186, 0.811, 0.056], [2.232, -1.553, -2.691], [1.296, -2.744, -2.512], [-0.112, -2.390, -2.998], [1.384, -3.309, -1.102], [1.903, -4.592, -0.959], [2.064, -5.183, 0.284], [1.743, -4.464, 1.421], [1.229, -3.173, 1.333], [0.917, -2.408, 2.607], [2.032, -2.563, 3.645], [-0.416, -2.829, 3.232], [1.008, -2.609, 0.063], [0.405, -1.328, -0.028], [-0.917, -1.302, -0.031], [-1.624, -0.057, -0.085], [-0.961, 1.079, -0.190], [-1.655, 2.305, -0.105], [-2.027, 3.010, -1.265], [-2.736, 4.198, -1.111], [-3.058, 4.700, 0.141], [-2.633, 4.024, 1.272], [-1.917, 2.836, 1.169], [-1.428, 2.138, 2.425], [-0.634, 3.091, 3.318], [-2.583, 1.498, 3.198], [-1.678, 2.570, -2.680], [-0.168, 2.540, -2.926], [-2.335, 1.260, -3.119], [-3.071, -0.341, -0.049], [-4.217, 0.411, -0.050], [-5.472, -0.258, -0.026], [-5.580, -1.624, -0.007], [-4.406, -2.427, -0.010], [-4.345, -3.847, -0.005], [-3.127, -4.474, -0.020], [-1.895, -3.762, -0.032], [-1.926, -2.392, -0.029], [-3.193, -1.754, -0.026], [2.230, -1.208, -3.728], [3.261, -1.803, -2.424], [1.910, -0.714, -2.076], [1.656, -3.552, -3.159], [-0.455, -1.457, -2.556], [-0.839, -3.171, -2.764], [-0.093, -2.253, -4.082], [2.183, -5.139, -1.853], [2.458, -6.190, 0.364], [1.893, -4.911, 2.397], [0.841, -1.354, 2.339], [2.019, -3.560, 4.094], [1.900, -1.838, 4.450], [3.016, -2.407, 3.200], [-0.412, -3.900, 3.460], [-1.257, -2.631, 2.572], [-0.581, -2.286, 4.167], [-3.040, 4.740, -2.000], [-3.619, 5.623, 0.232], [-2.855, 4.428, 2.254], [-0.748, 1.346, 2.112], [-1.270, 3.878, 3.735], [0.178, 3.558, 2.760], [-0.201, 2.542, 4.160], [-3.303, 2.257, 3.520], [-2.208, 0.989, 4.091], [-3.115, 0.767, 2.588], [-2.092, 3.353, -3.325], [0.339, 1.802, -2.306], [0.277, 3.517, -2.712], [0.039, 2.297, -3.972], [-1.899, 0.403, -2.608], [-2.185, 1.117, -4.192], [-3.409, 1.262, -2.921], [-4.189, 1.493, -0.069], [-6.373, 0.343, -0.024], [-6.556, -2.096, 0.007], [-5.261, -4.427, 0.006], [-3.090, -5.557, -0.020], [-0.967, -4.318, -0.036], [2.444, 0.925, 3.083], [3.654, 0.259, 1.773], [4.787, -0.399, 2.211], [5.694, -0.802, 1.242], [5.460, -0.473, -0.078], [4.297, 0.209, -0.420], [3.373, 0.515, 0.506], [4.122, 0.716, -1.885], [5.047, 0.377, -2.643], [3.150, 1.468, -2.087], [4.942, -0.579, 3.264], [6.587, -1.344, 1.528], [6.147, -0.707, -0.879], [2.480, 5.863, -1.768], [2.880, 4.392, -1.673], [2.131, 3.674, -0.649], [1.547, 3.068, 0.132], [3.073, 6.356, -2.538], [2.644, 6.381, -0.823], [1.427, 5.962, -2.028], [3.940, 4.265, -1.450], [2.707, 3.847, -2.604]],
  "atomic_forces_ev_per_a": [[-0.2, -0.1, -0.2], [0.0, 0.0, 0.0], [0.0, 0.0, 0.0], [0.0, 0.0, 0.0], [0.0, 0.0, 0.0], [0.0, 0.0, 0.0], [0.0, 0.0, 0.0], [0.0, 0.0, 0.0], [0.0, 0.0, 0.0], [0.0, 0.0, 0.0], [0.0, 0.0, 0.0], [0.0, 0.0, 0.0], [0.1, 0.1, 0.0], [-0.1, -0.2, 0.0], [0.0, 0.0, -0.1], [0.0, 0.0, 0.0], [0.0, 0.0, 0.0], [0.1, 0.0, 0.0], [0.0, 0.0, 0.0], [0.0, 0.0, 0.0], [0.0, 0.0, 0.0], [0.0, 0.0, 0.0], [0.0, 0.0, 0.0], [0.0, 0.0, 0.0], [0.0, 0.0, 0.0], [0.0, 0.0, 0.0], [0.0, 0.0, 0.0], [0.0, 0.0, 0.0], [0.0, 0.0, 0.0], [0.1, 0.0, 0.0], [-0.1, 0.0, 0.0], [0.0, 0.0, 0.0], [0.0, 0.0, 0.0], [0.0, 0.0, 0.0], [0.0, 0.0, 0.0], [0.0, 0.0, 0.0], [0.0, 0.0, 0.0], [0.0, 0.1, 0.0], [0.0, 0.0, 0.0], [0.0, 0.0, 0.0], [0.0, 0.0, 0.0], [0.0, 0.0, 0.0], [0.0, 0.0, 0.0], [0.0, 0.0, 0.0], [0.0, 0.0, 0.0], [0.0, 0.0, 0.0], [0.0, 0.0, 0.0], [0.0, 0.0, 0.0], [0.0, 0.0, 0.0], [0.0, 0.0, 0.0], [0.0, 0.0, 0.0], [0.0, 0.0, 0.0], [0.0, 0.0, 0.0], [0.0, 0.0, 0.0], [0.0, 0.0, -0.1], [0.0, 0.0, 0.0], [0.0, 0.0, 0.0], [0.0, 0.0, 0.0], [0.0, 0.0, 0.0], [0.0, 0.0, 0.0], [0.0, 0.0, 0.0], [0.0, 0.0, 0.0], [0.0, 0.0, 0.0], [0.0, 0.0, 0.0], [0.0, 0.0, 0.0], [0.0, 0.0, 0.0], [0.0, 0.0, 0.0], [0.0, 0.0, 0.0], [0.0, 0.0, 0.0], [0.0, 0.0, 0.0], [0.0, 0.0, 0.0], [0.0, 0.0, 0.0], [0.0, 0.0, 0.0], [0.0, 0.0, 0.0], [0.0, 0.0, 0.0], [0.0, 0.0, 0.0], [0.0, 0.0, 0.0], [0.0, 0.0, 0.0], [0.0, 0.0, 0.0], [0.0, 0.1, 0.0], [0.1, 0.0, -0.1], [0.0, 0.0, 0.0], [0.0, 0.0, 0.0], [0.0, 0.0, -0.1], [-0.1, -0.1, -0.1], [0.1, -0.1, 0.1], [0.2, 0.3, 0.1], [-0.1, -0.1, 0.0], [0.0, -0.1, 0.0], [0.0, 0.0, 0.0], [0.0, 0.0, 0.0], [0.0, 0.0, 0.0], [0.0, 0.0, 0.0], [0.0, -0.1, 0.0], [0.1, -0.1, -0.1], [-0.1, 0.3, 0.2], [0.0, 0.0, 0.0], [0.0, 0.0, 0.0], [0.0, 0.0, 0.0], [0.0, 0.0, 0.0], [0.0, 0.0, 0.0]],
  "charge": -1,
  "s_squared": 2.022,
  "relative_energy_kj_mol": 18.3,
  "largest_force_ev_per_a": 0.43,
  "multiplicity": 3,
  "energy_ha": -4815.11780,
  "molar_mass_g_mol": 863.23
}